Record 1
{"formula": "C59H133AsF6N3OP3", "method": "wB97M-V/def2-TZVPD", "gap_ha": 0.3858, "e_above_lowest_ev": 2.004, "e_tot_ev": -174836.58676, "max_force_ev_per_a": 4.1, "e_homo_ha": -0.59184, "total_charge": 4, "lumo_ev": -5.607, "elements": ["H", "H", "C", "H", "H", "H", "H", "H", "C", "H", "F", "C", "F", "H", "H", "H", "H", "F", "H", "H", "F", "P", "H", "C", "N", "N", "H", "H", "H", "C", "C", "C", "C", "H", "H", "C", "H", "H", "H", "H", "H", "H", "C", "H", "H", "C", "H", "H", "H", "H", "H", "H", "C", "C", "H", "H", "H", "C", "H", "C", "C", "C", "H", "H", "H", "H", "H", "H", "C", "H", "H", "H", "H", "H", "C", "C", "C", "C", "H", "C", "H", "C", "H", "H", "H", "H", "H", "H", "H", "P", "H", "As", "C", "H", "C", "H", "C", "C", "H", "H", "H", "H", "H", "C", "C", "H", "C", "H", "C", "H", "H", "H", "C", "H", "H", "C", "H", "H", "H", "C", "H", "H", "H", "C", "H", "C", "C", "H", "N", "H", "H", "O", "C", "C", "H", "H", "H", "H", "C", "H", "H", "C", "H", "H", "H", "H", "C", "H", "H", "F", "H", "C", "C", "H", "H", "H", "H", "H", "H", "C", "H", "H", "H", "H", "H", "C", "H", "C", "H", "H", "H", "H", "H", "H", "C", "H", "H", "H", "H", "C", "H", "H", "H", "C", "H", "C", "H", "H", "C", "H", "C", "C", "F", "C", "H", "H", "C", "H", "P", "H", "H", "C", "H", "H", "H", "C"], "positions_angstrom": [[4.4695, 2.2947, 1.4006], [-2.9157, -6.4164, 2.4858], [-7.6199, -0.6430, 6.8848], [11.6769, -2.1582, -2.1663], [-8.0633, -4.5127, 7.3343], [8.8343, -4.9394, -7.1707], [-4.2045, 4.7478, -10.8432], [1.2948, 5.0478, -1.4972], [6.0299, -3.0868, -2.1316], [12.0489, 0.2610, -4.0173], [-4.1594, -1.0373, -1.7196], [-7.0564, -5.9972, 6.0207], [-2.0487, 0.6220, -1.2021], [4.6571, 4.0919, 4.9312], [-13.9138, 6.8105, 1.6007], [-9.2798, -4.8483, 9.2372], [-4.2421, -6.7827, 1.3555], [-5.6932, 0.6437, -0.7666], [1.0791, 1.3700, 3.0185], [-0.8701, 5.3371, 5.3918], [-4.1553, 1.3018, -2.5287], [3.3021, 3.3656, 3.0249], [-7.4497, -6.3170, 8.6870], [9.3294, -2.4057, -5.3830], [-10.1214, 5.4561, 0.6188], [-3.4364, 3.2277, -9.3914], [-4.2350, 1.2534, -9.6790], [12.9544, -4.1976, -1.5315], [-7.2872, 3.5257, -8.7745], [14.1003, -3.9162, -3.2243], [-7.7565, 6.1112, 1.2279], [2.7832, -1.4368, 4.4692], [-3.6174, 1.7699, -8.9442], [-4.7287, 3.1376, -11.1824], [-8.6320, -7.3734, 7.9053], [11.4144, -2.4919, -3.1702], [8.4485, -3.7227, -2.8948], [-5.9330, 5.1770, -9.1936], [-7.4917, -3.4336, 1.9397], [10.7973, 0.7700, -5.1477], [-1.9620, 4.3410, -10.4059], [-7.7775, 5.3371, 1.9950], [1.6918, -0.3583, 4.2332], [-12.4782, 3.8141, 2.3605], [1.1316, 3.4935, 2.8436], [-4.9488, -5.3804, 3.7902], [-3.2513, 5.1304, -8.5740], [11.4035, -2.7186, -6.0028], [-7.3477, -6.9067, 5.4952], [2.7731, 4.1285, -2.1352], [-9.5084, -4.1097, -0.9083], [2.5426, 5.4614, 0.6040], [12.8371, -4.4530, -2.5846], [0.2405, 3.6085, 5.2551], [-2.6760, 1.2210, -8.9228], [10.2426, -5.2042, -8.3827], [-6.8613, -0.3958, 4.7627], [5.9091, 6.3302, 4.4851], [-2.3387, 2.6182, -11.1280], [1.5175, 4.4080, 4.8470], [-3.8153, -7.0123, 2.3319], [-11.3170, 6.0632, 0.3448], [14.9914, -4.4303, -2.8641], [3.9042, -2.9224, -1.5864], [12.9645, -5.5349, -2.5478], [3.1267, 2.0315, 4.8871], [4.7676, 6.2544, 2.7765], [-6.2717, -3.1850, 6.2960], [10.4414, -2.4205, -6.4193], [-4.1798, 1.6881, -8.0141], [-8.4385, -1.1810, 7.3627], [1.6552, 3.5694, -0.8452], [-8.2886, -6.0477, 3.3815], [-10.5027, -6.0042, 8.5783], [7.2752, 5.5056, 4.3034], [2.1653, 4.4282, -1.2815], [-13.7095, 5.9152, 1.0135], [4.6502, 5.8402, 3.7780], [5.6733, 6.3680, 5.5486], [4.1518, 4.1217, 0.3707], [5.0025, 4.6233, 0.8320], [-5.9320, 4.2368, -9.7450], [-2.6064, -8.7286, 3.0991], [6.5888, -2.2513, -3.9375], [-4.1473, -9.2692, 2.2874], [-14.3084, 5.1019, 1.4235], [12.3055, 3.8794, -3.5352], [1.5019, 5.4604, 5.1304], [1.6560, 5.0963, 2.7343], [-6.5892, -4.8846, 4.6189], [8.0963, 6.1774, 4.5538], [-3.8842, 0.5259, -0.9498], [6.9456, -2.1809, -2.9099], [-13.8635, 5.9822, -0.0634], [-7.6967, -0.7770, 5.3500], [-6.8754, -5.0691, 1.4956], [9.8486, -0.1432, -3.6156], [-8.6202, -4.5357, -0.4415], [-6.6761, 4.1760, -10.5392], [3.6361, 5.8931, -0.7482], [4.2430, -3.2541, -3.1980], [-5.6040, -2.9786, 4.6835], [11.2279, 2.1133, -2.4840], [-4.5955, 3.8486, -10.3670], [-6.5162, -3.2086, 5.2341], [10.9177, -3.0010, -8.4218], [-7.7010, -4.5033, 1.9272], [12.1642, -2.1489, -3.8831], [-3.1660, 4.1224, -8.1681], [-8.4922, -0.1266, 4.9865], [0.3708, 3.5105, 6.3329], [5.4669, 3.7941, 3.4994], [-9.5295, -5.8939, 9.0567], [3.8580, 6.4355, 4.2321], [3.6077, -0.9982, 5.0312], [-10.4763, 4.4109, 1.4788], [-4.6745, -4.6998, 2.9842], [9.2125, -2.8208, -8.1905], [-9.2262, -5.8799, 1.1132], [-8.8033, 5.8857, 0.0784], [5.9845, 7.4087, 4.3460], [7.3516, 5.1806, 3.2658], [8.9106, 0.1250, -4.1016], [-8.4158, -6.3417, 8.1829], [8.8813, -3.3894, -5.2427], [1.7911, 4.2028, 3.3437], [10.1097, -3.2317, -7.7275], [6.8891, -1.1517, -2.5555], [-12.3413, 5.5716, 1.1118], [-8.3530, 5.1031, -0.5321], [2.3944, -2.3111, 4.9913], [-6.3888, 3.2487, -8.9692], [-2.0940, 3.2656, -10.2860], [3.1935, 1.7185, 3.8451], [-6.3154, -6.2338, 6.7842], [-2.1879, 3.8660, -7.7611], [14.1299, -2.8965, -2.8401], [-9.8892, -4.4290, 1.4205], [4.5753, 4.3035, 3.8651], [0.7613, -0.7028, 3.7822], [2.7637, 2.4291, 1.0099], [11.4454, -3.9888, -3.0995], [0.3078, 2.5823, 4.8940], [-7.7678, -3.8583, -0.3915], [6.2557, -3.1508, -1.0672], [14.1799, -3.9760, -4.3097], [8.4650, -2.6529, -2.6869], [13.2558, 2.3824, -3.8300], [8.4070, -1.8458, -5.5372], [-3.7731, -0.2803, 0.6619], [12.2140, 3.1514, -5.0658], [-7.6879, -2.2842, 4.8363], [-8.2212, -5.4917, 6.8819], [3.2316, -1.6828, 3.5066], [11.4074, -4.3023, -4.1427], [-8.6978, -2.5584, 5.1412], [-4.1950, -5.2920, 4.5726], [7.1908, 4.6783, 5.0081], [-9.8335, 3.5606, 1.6528], [-8.9413, -4.8291, 1.0607], [8.8347, -2.7809, -1.6695], [10.5706, -4.4104, -2.6044], [2.2594, 4.0974, 5.5827], [-4.6627, -7.6237, 4.1233], [-1.9462, 4.0145, 5.4494], [11.0625, 0.7188, -4.0917], [4.1317, 1.1961, 3.6581], [9.8558, -4.7238, -7.4839], [10.4087, 2.9115, -3.8863], [-5.8625, -7.3255, 2.9374], [-8.4529, -5.4615, -0.9920], [6.0406, -4.1310, -2.4441], [10.5390, -5.1712, -6.7621], [9.8013, -0.0044, -2.5355], [3.0886, 5.0860, -0.2614], [10.3430, -1.3943, -6.7734], [-7.6959, 0.4037, 7.1793], [-11.3809, 6.8385, -0.4043], [-9.7984, -6.5042, 9.9188], [4.6145, -2.6530, -2.3681], [1.3127, 0.1094, 5.1419], [-6.7001, -1.1020, 7.2472], [-9.2073, -5.5430, 6.4203], [-3.3393, -8.5381, 2.3151], [-7.9122, 7.1157, 1.6213], [-1.0206, 4.3411, 4.9754], [-6.7859, 6.1331, 0.7323], [4.5277, -1.6663, -2.8229], [11.1103, 2.1408, -3.5673], [2.2958, 0.3488, 2.3279], [12.3128, 2.8984, -4.0102], [-4.9154, -6.9390, 3.3137], [-3.8054, 2.1408, -0.1578], [3.6411, 2.9982, 1.3171], [-2.8602, -8.7508, 1.3595], [-8.6628, -4.4459, 3.9752], [-7.9314, -5.0181, 3.4044], [-1.1046, 4.4425, 3.8934], [9.7430, -1.9046, -3.7531], [-7.7146, -2.2001, 3.7499], [-3.8193, 4.0214, -7.3015], [1.9906, 0.8235, 3.2605], [4.6678, 3.5914, -0.4296], [-1.1946, 2.7894, -9.8954], [-8.8899, 6.8087, -0.4948], [-11.8411, 4.4864, 1.8050]], "atomic_forces_ev_per_a": [[-0.034, -0.335, 0.017], [-0.353, 0.294, 0.355], [0.251, -0.241, -0.881], [-0.334, 0.845, -0.031], [0.143, 0.486, -0.723], [0.087, -0.211, -0.497], [0.544, -0.047, 0.286], [0.457, 0.401, -0.590], [-0.390, -0.381, 0.869], [-0.192, -0.223, 0.296], [0.938, 0.843, 0.604], [-0.594, 0.172, -0.165], [-2.555, -0.603, 0.441], [-0.657, -0.465, 0.140], [-0.149, 0.117, -0.432], [-0.831, 0.117, 0.848], [0.364, 0.217, -0.211], [1.511, -0.239, 0.269], [0.057, 0.139, 0.396], [-0.115, 0.261, -0.181], [0.747, -0.380, 0.893], [0.481, -0.136, 1.388], [-0.004, -0.184, 0.358], [-0.576, -1.749, 0.379], [-3.424, -0.195, 0.115], [1.076, -0.142, 0.041], [0.013, 0.191, -0.174], [-0.363, 0.209, 0.255], [-0.281, -0.686, 0.530], [-0.162, 0.795, 0.040], [-0.770, 0.645, -1.078], [-0.361, 1.458, -0.530], [-1.090, 0.073, -0.790], [0.082, -0.369, 0.404], [0.413, -0.256, -0.185], [-1.170, -0.026, -0.102], [0.216, -0.156, -0.862], [0.311, 0.415, -0.394], [0.129, -0.056, -0.227], [0.832, 0.217, -0.482], [0.280, -0.365, -0.790], [-0.020, 0.137, -0.108], [-0.964, 0.891, -0.411], [0.194, 0.159, 0.053], [-0.878, 0.007, 0.445], [-1.550, -1.633, 1.340], [0.441, 0.097, 0.411], [-0.043, 0.288, -0.088], [0.057, -0.333, 0.284], [-0.510, 0.033, -0.241], [0.319, 0.444, -0.108], [-0.279, 0.505, -0.232], [-0.144, -1.351, 0.949], [1.328, 0.199, 1.646], [0.114, 0.534, 0.279], [-1.082, -0.496, -0.252], [0.631, 0.692, 0.822], [0.970, -0.110, 1.263], [-0.122, 0.820, -0.508], [-0.875, -0.740, 0.191], [0.590, -3.106, -1.530], [0.488, 0.106, 0.993], [-0.203, -0.039, 0.278], [0.154, 0.704, 0.243], [-0.758, -0.228, -0.310], [-0.292, -0.681, 0.234], [-0.421, -0.571, -0.494], [-0.055, -0.171, -0.011], [-1.723, 0.778, -1.655], [0.303, 0.370, 0.019], [-0.173, 0.003, -0.092], [0.344, -0.484, -0.037], [0.119, -0.101, 0.036], [0.020, 0.636, -0.767], [-2.201, 1.499, 0.125], [-0.146, -0.239, 0.996], [-1.090, 0.236, -0.325], [1.227, 0.443, -0.829], [0.167, -0.558, 0.388], [-0.429, -0.469, -0.895], [-0.340, 0.444, 0.378], [0.845, 0.503, -1.619], [-0.304, -0.123, 0.124], [0.610, 0.225, -0.279], [-0.256, 0.230, 0.633], [0.042, 0.056, -0.153], [0.285, -0.119, 0.295], [-0.712, 0.195, -0.483], [0.408, 0.192, 0.146], [0.608, -1.547, -0.269], [0.054, -0.340, 0.019], [-1.178, 1.060, 0.075], [2.104, -0.552, 1.047], [-0.838, 0.492, 0.256], [1.530, -0.823, -0.181], [0.252, 0.254, 0.038], [0.151, 0.541, 1.092], [-0.950, 0.000, 1.273], [0.539, 1.534, -1.052], [-0.101, 0.179, 0.236], [-0.106, -0.200, -0.224], [0.182, 1.162, 0.163], [-0.725, -0.025, 0.285], [0.839, -0.276, 0.569], [-0.015, 0.769, -0.329], [0.089, -0.433, 0.025], [-1.211, -0.988, 1.262], [-0.046, 0.235, 0.086], [-0.113, -0.123, -0.794], [-0.647, -0.856, -0.238], [-0.324, -0.166, 0.247], [0.556, 0.496, -0.251], [-0.881, 0.669, -0.197], [-0.562, -0.716, 0.000], [-0.072, -0.103, 0.335], [-1.005, -0.362, 0.348], [-0.392, 0.008, -0.079], [-0.048, 0.228, 0.050], [0.629, -0.421, 0.304], [1.295, -0.746, 1.309], [0.450, -0.027, -0.788], [0.260, -0.160, 0.075], [-0.069, 0.915, 0.247], [0.902, -1.534, -1.240], [0.271, -0.522, 0.066], [-0.356, 0.104, -0.453], [-0.188, 0.255, 1.569], [-0.376, 0.043, -0.098], [3.932, -0.957, -0.863], [-0.662, -0.109, -0.272], [0.096, 0.101, -0.174], [-0.869, -2.546, 2.923], [-2.014, -0.036, 0.658], [-1.120, 0.577, -1.561], [0.803, 0.072, -0.685], [0.170, 0.247, -0.464], [0.732, 0.352, -0.682], [0.281, 0.984, 0.018], [0.569, 0.210, 0.020], [0.103, -1.002, 0.082], [-0.022, 0.083, -0.502], [1.571, -0.825, -1.287], [-0.114, 0.033, -0.364], [-0.099, 0.011, -0.948], [0.249, 0.445, 0.098], [-0.373, 0.229, -0.088], [-0.963, -0.316, -0.855], [0.105, 0.161, -0.025], [0.169, 0.581, -0.909], [0.297, 0.781, -1.631], [0.340, -0.274, -0.251], [-1.317, 1.745, 0.062], [-1.165, -0.431, 1.343], [-0.191, -0.481, -0.072], [-0.293, -0.541, -0.177], [0.191, -1.217, 0.118], [0.117, 0.140, 0.011], [0.520, -0.133, -0.274], [0.252, 0.392, 0.337], [0.038, -0.668, -0.575], [-0.346, 1.147, 0.443], [0.386, -0.153, 0.368], [0.741, -0.624, -0.717], [-0.134, 0.479, 0.579], [0.179, -0.604, -0.305], [-1.643, -0.258, -1.861], [0.089, 0.071, 0.233], [1.435, 0.261, -0.377], [-1.425, -1.079, 0.326], [-0.036, 0.344, -0.349], [0.566, 0.143, 0.125], [0.714, -0.029, -0.293], [0.012, 0.318, 0.544], [-0.595, 0.181, 0.262], [0.802, -0.717, 0.970], [1.423, 0.340, 0.004], [0.239, -0.111, 0.119], [-0.303, 0.174, 0.307], [1.173, 0.216, 0.501], [-1.256, -0.675, -1.214], [0.361, -0.197, 0.477], [0.096, 0.316, 0.214], [0.153, 0.433, -0.560], [0.186, 1.090, -1.304], [-0.015, -0.227, 0.485], [-0.193, 1.005, -0.396], [0.061, -0.192, 0.178], [-0.169, 0.438, 0.911], [0.517, 0.303, 1.049], [0.326, 0.285, -0.207], [1.177, 0.533, -0.924], [-0.142, 2.272, 1.649], [0.242, -1.383, -0.559], [0.593, 0.765, -0.264], [0.419, 0.172, 0.017], [-0.613, 0.071, -0.519], [0.345, 0.324, -0.214], [-0.608, 0.100, -0.041], [2.235, -0.761, 1.704], [-0.022, -0.187, -0.048], [-0.678, -0.402, -0.631], [1.870, -0.443, 1.215], [-0.185, -0.148, -0.338], [-0.425, 0.189, 1.062], [-0.459, -0.242, 0.023], [2.453, 0.507, -1.180]]}

---

Record 2
{"formula": "C18H15Cl2FN2O6", "method": "wB97M-V/def2-TZVPD", "gap_ha": 0.3219, "smiles": "CC1(C)OC(=O)C(F)(Cc2ccc([N+](=O)[O-])cc2)C(=O)O1.Clc1cccc(Cl)n1", "e_above_lowest_ev": 0.330, "e_tot_ev": -61933.69812, "max_force_ev_per_a": 3.0, "e_homo_ha": -0.34924, "lumo_ev": -0.743, "elements": ["N", "C", "C", "O", "C", "H", "C", "C", "C", "Cl", "H", "C", "C", "H", "O", "H", "C", "H", "H", "C", "N", "F", "Cl", "C", "C", "H", "H", "H", "C", "O", "O", "C", "H", "H", "H", "C", "H", "O", "H", "C", "O", "C", "H", "C"], "positions_angstrom": [[4.5695, -0.4392, -0.0088], [2.7251, -1.7991, 0.8631], [3.0638, -1.6231, -1.5384], [-3.6216, -0.9365, 0.1278], [-2.4110, -1.4475, -2.2745], [-0.8722, -3.4656, -0.1231], [0.9294, -2.4513, -0.6726], [1.8010, -2.1705, -1.7481], [-0.5162, -2.8422, -0.9517], [2.2925, 1.8543, -0.8491], [-3.0852, 1.6562, 0.6067], [1.4673, -2.3522, 0.6251], [2.3115, 4.1391, 2.4369], [-0.5646, -3.3042, -1.9414], [-2.7209, -2.8773, 0.7395], [3.1749, 4.2366, 0.4360], [0.9976, 2.1297, 2.7325], [0.8962, -2.7468, 1.4731], [2.7597, 5.0567, 2.8272], [-1.5714, -1.7040, -1.0217], [1.4081, 1.6087, 1.5690], [-0.8163, -0.5403, -0.8999], [-0.1908, 1.2288, 3.5986], [3.5091, -1.3725, -0.2296], [2.1118, 2.4061, 0.7704], [1.4820, -2.4243, -2.7607], [-1.7718, 0.8553, -0.2350], [-5.3270, 1.3146, -1.7388], [-3.6796, 0.1451, -0.8351], [5.1840, 0.0354, -0.9808], [-2.2425, -2.0350, -3.3348], [-5.1747, 0.5402, -0.9742], [3.6805, -1.3411, -2.3870], [-5.5980, 0.9457, -0.0419], [-5.7972, -0.3281, -1.2539], [-2.6665, -1.8850, 0.0311], [-2.7008, 2.0821, -1.1013], [-3.2715, -0.4025, -2.1540], [1.0382, 3.6919, 4.1681], [2.6083, 3.6663, 1.1605], [4.8297, -0.1201, 1.1732], [-2.7668, 1.2640, -0.3719], [3.0849, -1.6245, 1.8708], [1.4417, 3.3763, 3.2185]], "atomic_forces_ev_per_a": [[2.476, 1.441, 0.819], [0.235, 0.255, -0.728], [0.063, 0.051, 0.266], [0.093, -0.037, -0.452], [0.876, -0.630, -2.560], [0.153, -0.375, -0.636], [0.683, 0.557, -0.257], [-0.168, -0.259, 0.416], [-0.489, -0.353, -0.180], [0.277, -0.027, -0.150], [-0.215, -0.154, -0.455], [-0.262, -0.286, -0.074], [-0.117, -0.721, -0.048], [-0.020, -0.511, 0.323], [-0.100, 1.701, -1.122], [0.087, 0.004, 0.180], [1.155, 0.816, -0.962], [0.072, 0.440, -0.280], [-0.362, -0.230, -0.279], [0.863, 0.068, 0.228], [-0.617, 0.761, 0.250], [-0.172, 0.250, 0.238], [0.101, -0.115, 0.165], [-2.198, -0.464, -0.219], [-0.263, 0.534, 1.208], [0.028, 0.368, 0.213], [-0.205, 0.448, 0.092], [0.394, -0.269, 0.125], [-0.402, -0.369, -0.281], [-1.125, -0.922, 1.349], [-0.638, 1.226, 2.167], [0.022, -0.305, -0.099], [-0.060, -0.005, 0.219], [0.541, -0.228, -0.133], [0.501, 0.258, 0.085], [-0.047, -1.089, 2.271], [-0.241, -0.269, 0.153], [-0.097, -0.161, 0.524], [0.242, 0.213, 0.098], [-0.128, -0.499, -0.340], [-0.543, -0.562, -1.960], [0.140, 0.308, 0.126], [-0.086, -0.070, -0.146], [-0.444, -0.788, -0.155]]}